(1)
The following is a DFT calculation (the ωB97M-V functional and the def2-TZVPD basis) of 14 unconnected molecules or ions with the total composition C46H129N9O14 in a non-equilibrium geometry.

- ΔE to the lowest compared entry with this formula, charge and spin (eV) = 6.4317
- DFT total energy (eV) = -91858.8806
- orbital gap (eV) = 8.885
- charge = 0

Structure (XYZ):
```
198
C46H129N9O14 | the OMol25 dataset | the ωB97M-V functional and the def2-TZVPD basis
C -2.496 2.065 -5.673
C -2.342 2.737 -4.317
C -3.583 2.675 -3.530
O -3.412 3.329 -2.300
C -4.526 3.485 -1.385
N -1.286 2.086 -3.502
H -1.538 2.080 -6.193
H -3.086 2.702 -6.331
H -2.896 1.051 -5.670
H -2.077 3.771 -4.539
H -3.813 1.649 -3.245
H -4.416 3.106 -4.085
H -4.223 4.178 -0.600
H -4.767 2.542 -0.893
H -5.404 3.862 -1.910
H -1.552 2.345 -2.562
H -1.382 1.081 -3.473
C 0.878 2.637 -0.396
C 1.312 1.212 0.034
C 0.075 0.230 0.036
O 0.365 -1.083 0.413
C -0.686 -2.007 0.436
N 2.317 0.793 -0.927
H 0.117 2.947 0.320
H 0.291 2.599 -1.314
H 1.657 3.399 -0.357
H 1.819 1.391 0.982
H -0.323 0.095 -0.969
H -0.858 0.556 0.495
H -0.623 -2.676 -0.422
H -1.734 -1.709 0.474
H -0.699 -2.554 1.378
H 1.863 0.810 -1.829
H 2.413 -0.177 -0.666
C 0.932 -4.877 -2.058
C 2.162 -4.037 -1.812
C 3.171 -4.259 -2.969
O 4.395 -3.456 -2.730
C 5.462 -3.686 -3.589
N 1.613 -2.688 -1.844
H -0.006 -4.530 -1.625
H 0.999 -5.848 -1.567
H 0.772 -4.940 -3.134
H 2.609 -4.222 -0.835
H 2.785 -3.970 -3.947
H 3.467 -5.304 -3.064
H 5.953 -4.570 -3.182
H 6.111 -2.811 -3.561
H 5.173 -3.819 -4.632
H 2.472 -2.194 -2.038
H 1.206 -2.442 -0.953
C 0.677 -1.073 4.696
C -0.680 -1.831 4.851
C -0.607 -3.091 5.643
O 0.426 -4.001 5.341
C 0.423 -5.242 6.120
N -1.521 -0.848 5.515
H 1.502 -1.783 4.640
H 0.930 -0.474 5.571
H 0.791 -0.505 3.773
H -1.003 -2.030 3.829
H -1.591 -3.516 5.448
H -0.594 -2.617 6.624
H 1.411 -5.651 5.908
H -0.311 -5.973 5.778
H 0.297 -5.349 7.198
H -2.440 -1.182 5.769
H -1.045 -0.672 6.388
C -1.803 -5.909 2.487
C -3.233 -5.385 2.417
C -4.142 -6.243 1.400
O -3.621 -6.272 0.047
C -3.584 -5.066 -0.647
N -3.875 -5.542 3.719
H -1.693 -6.866 2.998
H -1.085 -5.248 2.972
H -1.279 -6.172 1.568
H -3.146 -4.344 2.106
H -5.200 -5.991 1.336
H -4.071 -7.278 1.736
H -3.142 -4.204 -0.148
H -4.490 -4.730 -1.152
H -2.954 -5.400 -1.472
H -3.314 -5.096 4.431
H -3.824 -6.485 4.079
C 5.788 4.376 3.078
C 5.081 3.100 2.834
C 4.488 2.562 4.211
O 3.864 1.314 4.197
C 4.640 0.187 4.483
N 4.070 3.317 1.773
H 6.620 4.168 3.750
H 5.114 5.158 3.427
H 6.209 4.669 2.116
H 5.770 2.288 2.601
H 3.688 3.252 4.479
H 5.216 2.649 5.017
H 4.199 -0.667 3.968
H 4.667 -0.144 5.521
H 5.705 0.249 4.263
H 4.713 3.291 0.994
H 3.619 2.414 1.802
C -4.711 -2.314 2.434
C -4.898 -1.988 0.932
C -6.244 -2.332 0.255
O -6.628 -3.717 0.642
C -7.985 -4.049 0.273
N -4.583 -0.599 0.696
H -3.652 -2.415 2.673
H -5.272 -3.236 2.594
H -5.228 -1.565 3.034
H -4.136 -2.611 0.464
H -6.107 -2.416 -0.823
H -7.000 -1.590 0.512
H -8.114 -3.844 -0.790
H -8.692 -3.613 0.978
H -8.284 -5.097 0.266
H -3.653 -0.533 1.085
H -5.111 -0.098 1.396
C -0.469 -1.249 -5.939
C -0.119 -1.579 -4.494
C -1.323 -2.082 -3.670
O -1.993 -0.900 -3.362
C -3.143 -1.104 -2.503
N 1.075 -2.381 -4.603
H -1.352 -0.611 -5.941
H -0.867 -2.183 -6.335
H 0.309 -0.922 -6.629
H 0.372 -0.779 -3.941
H -0.965 -2.665 -2.821
H -1.912 -2.724 -4.326
H -3.540 -0.186 -2.068
H -2.838 -1.791 -1.713
H -3.906 -1.652 -3.055
H 1.885 -1.782 -4.672
H 1.201 -2.623 -3.630
C -3.983 1.833 4.171
C -2.687 2.004 3.473
C -1.585 2.695 4.304
O -0.394 2.834 3.562
C 0.878 2.443 4.181
N -2.233 0.691 3.124
H -4.806 1.734 3.463
H -4.182 2.744 4.736
H -4.045 0.931 4.780
H -2.875 2.542 2.544
H -1.241 2.031 5.097
H -1.809 3.627 4.823
H 1.663 2.579 3.437
H 0.822 1.406 4.513
H 1.212 3.150 4.940
H -1.282 0.889 2.847
H -2.089 0.204 3.996
C -1.346 6.026 0.825
C -2.302 6.488 -0.344
O -1.827 7.737 -0.908
H -1.518 4.999 1.149
H -1.534 6.605 1.729
H -0.353 6.141 0.390
H -3.330 6.655 -0.025
H -2.354 5.744 -1.139
H -1.215 8.124 -0.278
C 3.265 6.058 -1.472
C 3.817 6.599 -0.239
O 3.069 6.355 0.947
H 3.471 4.989 -1.539
H 3.662 6.472 -2.399
H 2.203 6.299 -1.435
H 3.847 7.665 -0.461
H 4.796 6.158 -0.047
H 3.197 5.442 1.214
C 6.149 -1.103 -0.638
C 5.131 -0.442 0.342
O 5.130 0.955 0.042
H 7.167 -0.966 -0.271
H 5.970 -0.852 -1.683
H 6.063 -2.187 -0.559
H 5.431 -0.699 1.357
H 4.105 -0.782 0.197
H 4.347 1.095 -0.497
C 4.829 0.549 -4.145
C 3.372 0.239 -4.141
O 3.161 -0.499 -5.340
H 5.263 0.764 -3.169
H 4.885 1.448 -4.758
H 5.462 -0.206 -4.612
H 2.855 1.192 -4.035
H 3.153 -0.496 -3.366
H 2.339 -0.189 -5.727
C 2.052 5.192 -5.068
C 1.892 3.655 -4.902
O 1.318 3.581 -3.601
H 2.671 5.447 -5.928
H 2.415 5.693 -4.170
H 1.079 5.565 -5.389
H 2.870 3.180 -4.978
H 1.137 3.259 -5.581
H 0.412 3.273 -3.683
```

(2)
The following is a DFT calculation (the ωB97M-V functional and the def2-TZVPD basis) of a molecular structure, C46H25F15GeN4SW.

- ΔE to the lowest compared entry with this formula, charge and spin (eV) = 0.0509
- 2S+1 = 3
- expectation value of S² = 2.03
- DFT total energy (eV) = -163993.2070
- orbital gap (spin up / spin down) (eV) = 6.610 / 7.046
- charge = +2

Structure (XYZ):
```
93
C46H25F15GeN4SW | the OMol25 dataset | the ωB97M-V functional and the def2-TZVPD basis
W 0.621 0.889 0.792
C 0.443 1.278 3.898
N 0.426 2.110 2.656
C 1.560 3.066 2.603
C 2.831 2.332 2.257
C 4.064 2.708 2.749
C 5.193 2.010 2.340
C 5.051 0.946 1.464
C 3.787 0.612 1.019
N 2.699 1.301 1.398
C -0.898 2.779 2.549
C -1.921 1.748 2.154
C -3.240 1.810 2.552
C -4.133 0.856 2.081
C -3.676 -0.137 1.231
C -2.340 -0.153 0.884
N -1.477 0.768 1.337
C 1.050 -0.086 3.718
C 1.568 -0.771 4.799
C 2.045 -2.060 4.613
C 2.004 -2.610 3.343
C 1.493 -1.856 2.305
N 1.004 -0.619 2.485
H -0.592 1.138 4.214
H 0.948 1.824 4.698
H 1.667 3.607 3.546
H 1.344 3.793 1.814
H 4.140 3.536 3.440
H 6.170 2.291 2.710
H 5.903 0.372 1.129
H 3.614 -0.215 0.341
H -0.842 3.542 1.770
H -1.168 3.266 3.489
H -3.566 2.601 3.214
H -5.173 0.891 2.378
H -4.339 -0.893 0.835
H -1.933 -0.900 0.214
H 1.594 -0.302 5.774
H 2.450 -2.619 5.446
H 2.374 -3.606 3.144
H 1.484 -2.222 1.291
F -3.099 -2.163 -2.817
C -2.897 -2.767 -1.646
C -1.624 -2.861 -1.101
C -1.524 -3.547 0.098
F -0.314 -3.696 0.669
C -2.607 -4.092 0.758
F -2.454 -4.724 1.915
C -3.867 -3.961 0.192
F -4.923 -4.462 0.805
C -4.013 -3.298 -1.017
F -5.215 -3.176 -1.561
Ge 0.020 -2.235 -1.976
S 1.224 -0.736 -0.851
C -0.381 -1.241 -3.595
C 0.076 -1.553 -4.862
F 0.812 -2.648 -5.064
C -0.194 -0.748 -5.958
F 0.257 -1.072 -7.160
C -0.934 0.410 -5.785
F -1.194 1.191 -6.818
C -1.396 0.758 -4.523
F -2.099 1.874 -4.350
C -1.110 -0.070 -3.461
F -1.569 0.282 -2.238
C 1.065 -3.849 -2.261
C 2.281 -4.185 -1.694
F 2.890 -3.357 -0.828
C 2.912 -5.386 -1.964
F 4.076 -5.674 -1.394
C 2.317 -6.293 -2.826
F 2.911 -7.441 -3.089
C 1.089 -5.997 -3.403
F 0.509 -6.861 -4.221
C 0.493 -4.789 -3.105
F -0.695 -4.507 -3.666
C -2.826 5.360 -0.885
C -3.258 4.026 -0.787
C -2.349 3.001 -0.704
C -0.966 3.268 -0.741
C 0.032 2.239 -0.645
C 1.351 2.539 -0.974
C 1.784 3.892 -1.100
C 0.864 4.890 -1.037
C -0.532 4.608 -0.899
C -1.487 5.645 -0.944
H -3.554 6.157 -0.941
H -4.318 3.807 -0.795
H -2.691 1.975 -0.678
H 2.055 1.747 -1.214
H 2.822 4.106 -1.317
H 1.168 5.922 -1.160
H -1.147 6.667 -1.055
```